#1
12
Properties=species:S:1:pos:R:3 method="wB97M-V/def2-TZVPD" multiplicity=7 s2=12.007 e_lumo_ev="-9.742 / -9.540" homo_ev="-16.0 / -16.0" charge=+2
O 0.616 -1.386 -0.157
C 1.445 -0.394 -0.353
C -0.673 -0.905 -0.375
O 2.662 -0.497 -0.226
O 0.800 0.722 -0.584
C -0.560 0.412 -0.685
Sm 5.000 0.469 -0.297
H -1.428 -1.642 -0.628
H -1.194 1.090 -1.258
H -1.993 -0.111 1.512
O -2.035 0.882 1.813
H -2.640 1.360 1.239

***

#2
12
Properties=species:S:1:pos:R:3 method="wB97M-V/def2-TZVPD" multiplicity=7 s2=12.007 e_lumo_ev="-10.166 / -10.165" homo_ev="-17.0 / -18.7" charge=+2
O -0.074 -1.114 0.069
C 0.882 0.189 -0.375
C -1.418 -0.651 0.055
O 1.822 0.064 -1.248
O -0.065 1.172 -0.572
C -1.293 0.834 -0.063
H -1.938 -0.941 0.982
H -1.929 -1.096 -0.817
H -2.105 1.500 -0.350
Sm 3.855 0.392 0.022
O 1.489 0.233 0.916
H 0.773 -0.582 1.383

***

Ordering by calculated energy gives the sequence #1, #2, with the first entry being the most stable.

***

#1
15
Properties=species:S:1:pos:R:3 method="wB97M-V/def2-TZVPD" multiplicity=1 e_lumo_ev=-0.313 homo_ev=-10.2
C 3.225 -1.109 0.906
C -2.684 2.108 -0.371
O 0.574 -1.216 -1.878
O -0.344 -0.662 0.666
O 2.435 -0.888 -0.247
O -1.669 1.473 0.312
P 1.254 -1.900 -0.760
S -1.192 -0.046 -0.321
Cl -2.956 -1.237 -0.016
H 4.122 -0.684 0.723
H 3.335 -2.170 1.127
H 2.603 -0.668 1.772
H -2.204 2.210 -1.403
H -2.787 3.137 -0.078
H -3.712 1.653 -0.433

***

#2
15
Properties=species:S:1:pos:R:3 method="wB97M-V/def2-TZVPD" multiplicity=1 smiles="COP12=S(Cl)(OC)(O1)O2" e_lumo_ev=0.746 homo_ev=-9.5
C -2.045 1.229 1.019
O -1.249 0.781 -0.062
P 0.012 1.661 -0.548
S 2.064 0.139 -0.451
Cl 3.548 -0.086 0.793
O 1.692 -1.365 -0.125
C 0.456 -1.848 -0.780
O 0.471 0.676 -1.603
O 1.323 1.067 0.585
H -1.448 1.054 2.008
H -2.992 0.474 0.947
H -2.363 2.267 1.010
H 0.243 -2.824 -0.364
H 0.690 -2.145 -1.745
H -0.404 -1.078 -0.683

***

Ordering by calculated energy gives the sequence #1, #2, with the first entry being the most stable.

***

#1
18
Properties=species:S:1:pos:R:3 method="wB97M-V/def2-TZVPD" multiplicity=1 e_lumo_ev=0.214 homo_ev=-7.6
C -0.695 0.332 2.023
C 1.827 -1.025 -0.780
C -0.368 -0.450 0.782
C -0.953 0.534 -0.861
C 0.290 1.039 -0.553
C 1.347 0.220 -0.090
C -1.982 0.320 -1.639
O -0.490 -1.628 0.592
H 0.284 2.067 -0.189
H 2.082 0.734 0.522
H -0.474 1.389 1.920
H -0.114 -0.087 2.848
H -1.755 0.197 2.248
H -1.984 0.594 -2.692
H -2.870 -0.183 -1.267
H 2.769 -0.836 -1.302
H 1.096 -1.385 -1.503
H 1.989 -1.831 -0.059

***

#2
18
Properties=species:S:1:pos:R:3 method="wB97M-V/def2-TZVPD" multiplicity=1 e_lumo_ev="-0.600 / -0.601" homo_ev="-8.4 / -8.4"
C 1.357 -0.295 0.095
C 1.395 -1.529 -0.794
C -0.368 -0.175 0.615
C 0.112 1.109 1.043
C -1.300 0.189 -0.581
C 0.238 2.372 1.284
C -2.473 -0.421 -0.675
O -0.669 -1.125 1.392
H 1.898 -0.505 1.018
H 1.843 0.530 -0.430
H -0.963 0.927 -1.299
H -0.609 3.047 1.204
H 1.195 2.777 1.602
H 2.434 -1.781 -1.017
H 0.873 -1.356 -1.736
H 0.938 -2.372 -0.280
H -2.750 -1.170 0.056
H -3.149 -0.223 -1.496

***

#3
18
Properties=species:S:1:pos:R:3 method="wB97M-V/def2-TZVPD" multiplicity=1 smiles="C=C1C(=O)CC1(C)C" e_lumo_ev=0.284 homo_ev=-9.5
C -1.678 -0.885 1.325
C -0.914 -0.615 0.264
C -1.000 -0.998 -1.226
O -1.847 -1.548 -1.867
C 0.402 -0.451 -1.482
C 0.330 0.207 -0.061
C 1.597 -0.047 0.820
C 0.014 1.711 -0.020
H -1.547 -0.735 2.465
H -2.485 -1.598 1.182
H 0.996 -1.341 -1.705
H 0.516 0.216 -2.335
H 2.467 0.631 0.577
H 1.749 -1.059 0.489
H 1.324 0.131 1.870
H 0.978 2.190 -0.012
H -0.552 2.105 0.684
H -0.349 2.086 -0.969

***

#4
18
Properties=species:S:1:pos:R:3 method="wB97M-V/def2-TZVPD" multiplicity=1 e_lumo_ev=0.402 homo_ev=-8.1
C 2.739 0.062 -1.392
C 2.328 -1.244 -0.498
C 2.558 0.780 -0.274
C 2.325 -0.522 0.597
C -0.983 0.749 -0.902
C -1.661 -0.429 1.396
C -1.221 -0.564 -0.075
O -1.115 -1.671 -0.536
H 3.043 0.357 -2.453
H 2.006 -2.241 -0.774
H 2.756 1.872 -0.121
H -1.329 0.466 -1.902
H 0.144 0.677 -0.884
H -1.345 1.662 -0.513
H -2.602 0.034 1.567
H -0.938 0.004 1.995
H -1.817 -1.471 1.710
H 2.011 -0.619 1.597

***

Ordering by calculated energy gives the sequence #3, #1, #4, #2, with the first entry being the most stable.